Here is a molecular structure, C26H61N2O6PSSeSi2Sn from the OMol25 dataset. Energies are from wB97M-V/def2-TZVPD.

Calculated values
ΔE to the lowest compared entry with this formula, charge and spin: 0.0 kcal per mole
Multiplicity: 1
Highest occupied orbital energy: -13.758 eV
Max |F|: 0.808 eV Å⁻¹
Total charge: +2

Geometry (Å):
N  -3.377  2.378  0.856
H  -3.063  2.511  -1.202
H  0.066  -2.403  -3.554
H  -4.068  2.259  2.854
Si  0.600  1.375  -2.370
H  -1.144  3.420  -4.980
C  -3.853  2.703  -0.486
H  0.603  -3.826  -1.524
C  0.524  1.538  3.103
O  -0.130  -0.112  -2.221
H  -5.230  2.835  1.675
H  0.549  2.599  2.839
C  -2.234  1.722  1.016
Se  -1.658  -1.726  1.268
C  -3.980  -3.632  2.016
S  1.573  1.408  -0.456
H  -1.666  5.629  -2.922
H  -4.130  3.756  -0.521
H  -2.539  4.094  -3.007
H  2.286  0.511  -5.929
H  4.039  0.677  -5.759
H  2.248  -4.427  -1.236
H  4.729  0.317  3.406
H  0.114  -0.333  -4.913
H  3.829  -1.702  1.130
C  2.948  0.932  -3.916
Sn  0.226  -0.365  0.392
C  -4.183  2.876  1.966
H  4.136  -3.097  0.076
H  4.074  0.260  1.748
H  -3.123  -4.292  2.153
H  -5.912  -1.403  0.222
H  0.368  1.437  4.182
H  4.861  1.730  2.340
H  -1.752  4.590  -1.493
C  3.077  1.066  -5.424
H  -1.777  2.330  3.056
C  -0.392  3.895  -3.013
O  -0.485  0.853  2.399
C  -0.913  -2.156  -3.143
C  1.504  -3.554  1.448
P  1.834  -2.460  0.040
H  3.957  -1.477  -0.628
H  -1.668  -2.661  -3.746
H  0.505  -3.978  1.363
H  -3.931  3.911  2.204
H  -4.872  -4.257  1.920
C  -1.782  1.429  2.442
H  2.247  -4.352  1.456
H  1.981  -3.031  -2.305
H  3.918  -0.995  -3.835
H  -4.730  2.100  -0.726
C  3.027  2.595  3.931
H  -1.600  -0.594  -5.249
H  3.007  2.113  -5.719
C  3.612  -2.143  0.161
C  -3.529  -3.555  -1.064
H  3.165  3.485  3.316
C  4.236  0.884  2.617
H  0.623  3.352  -4.848
C  -1.668  4.594  -2.581
H  -3.279  -0.724  -3.257
H  0.741  4.481  -1.269
H  -2.742  -4.299  -0.934
Si  -3.760  -2.592  0.496
C  -0.896  -0.115  -4.567
H  -4.820  -0.549  1.320
C  -4.872  -1.111  0.386
H  -4.094  -3.016  2.908
C  -0.269  3.889  -4.529
H  -2.616  0.808  -2.655
H  2.153  -1.073  -3.942
H  5.007  1.347  -3.434
C  -1.127  -0.655  -3.164
H  -1.061  0.962  -4.620
H  1.564  -2.996  2.383
H  -0.974  -2.527  -2.117
C  1.643  -3.534  -1.401
N  2.953  1.402  3.088
H  2.139  2.705  4.546
H  1.743  4.035  -2.668
O  -0.520  2.522  -2.536
H  -2.607  -0.620  -1.610
H  -0.209  4.913  -4.898
C  -2.498  -0.274  -2.640
O  -1.542  1.321  0.070
C  0.822  4.535  -2.356
H  3.880  2.490  4.598
H  -3.278  -2.900  -1.896
C  1.817  0.857  2.716
O  1.753  -0.214  2.054
H  0.901  5.583  -2.646
H  3.877  1.715  -2.123
H  3.986  2.784  -3.536
H  -4.571  -0.463  -0.438
O  1.653  1.483  -3.581
H  -2.456  0.696  2.889
C  4.018  1.746  -3.205
C  2.991  -0.531  -3.499
H  2.930  -0.610  -2.411
H  -4.449  -4.084  -1.327

Results of the Löwdin charge analysis, in e, for atoms 1 through 8: -0.1077, 0.0594, 0.0815, 0.0892, -0.0814, 0.0922, -0.0030, 0.0418

Here is a single H3OPS2 molecule at a distorted geometry from the OMol25 dataset. Energies are from wB97M-V/def2-TZVPD.

Calculated values
SMILES: O[P@H](=S)S
ΔE to the lowest compared entry with this formula, charge and spin: 11.2 kcal per mole
Multiplicity: 1
Highest occupied orbital energy: -9.096 eV
Max |F|: 2.484 eV Å⁻¹

Geometry (Å):
S  -1.130  1.315  -0.148
O  0.192  -1.374  0.082
S  2.184  0.782  0.150
H  -1.539  0.614  0.854
P  0.520  0.093  -0.592
H  0.420  -0.292  -2.057
H  0.646  -1.492  0.993

Want to see where the charge sits? The Löwdin charges in e are: 0.4379, -0.4056, 0.1317, -0.2162, -0.0865, 0.0376, 0.1012

Here is a molecular structure, C5H5FLiO4Tm at a distorted geometry from the OMol25 dataset. Energies are from wB97M-V/def2-TZVPD.

Calculated values
ΔE to the lowest compared entry with this formula, charge and spin: 58.5 kcal per mole
Multiplicity: 4
Highest occupied orbital energy (spin up / spin down): -19.993 / -20.575 eV
Expectation value of S²: 3.7575
Max |F|: 4.582 eV Å⁻¹
Total charge: +3

Geometry (Å):
O  -3.081  1.374  -1.205
Tm  0.386  1.357  -1.715
O  -1.359  0.079  -0.540
Li  2.868  -1.173  -2.049
H  1.600  -0.072  1.349
H  2.852  1.922  1.507
C  -2.508  -1.556  0.375
H  -0.531  -0.925  1.081
F  1.464  2.295  0.029
H  -2.925  -2.345  0.993
C  2.469  1.486  0.588
C  -2.696  0.399  -0.647
H  2.044  -1.212  0.700
O  -3.381  -0.593  -0.097
C  2.121  0.071  0.376
C  -1.234  -1.082  0.265
O  1.913  -0.025  -1.009

Results of the Löwdin charge analysis, in e, for atoms 1 through 8: 0.2409, 2.2018, -0.1233, 0.8784, 0.1430, 0.1592, 0.0972, 0.1376

Here is a molecular structure, C33H19N10O2Zr from the OMol25 dataset. Energies are from wB97M-V/def2-TZVPD.

Calculated values
ΔE to the lowest compared entry with this formula, charge and spin: 0.7 kcal per mole
Multiplicity: 1
Highest occupied orbital energy: -9.424 eV
Max |F|: 0.829 eV Å⁻¹
Total charge: +1

Geometry (Å):
H  3.532  -4.560  -1.164
H  -1.221  1.187  2.810
C  0.287  2.962  0.241
C  -5.407  1.196  -0.114
N  1.773  -0.795  -0.650
C  4.055  -3.642  -0.936
H  -5.897  0.249  -0.293
N  -0.928  -1.665  -0.704
C  -1.157  -5.171  -1.714
C  6.093  -2.401  -0.481
C  -4.016  1.276  -0.003
H  7.169  -2.417  -0.365
H  -7.198  2.351  -0.057
C  -6.119  2.367  0.014
C  0.419  -1.484  3.263
N  -1.012  3.149  0.328
C  2.518  3.391  -0.019
C  3.367  -2.444  -0.782
C  3.694  4.132  -0.168
C  -4.098  3.684  0.330
H  5.915  -0.285  -0.101
C  2.324  6.131  -0.006
N  -0.317  0.727  2.752
C  -3.708  -3.989  -1.267
C  1.163  5.403  0.132
N  -1.773  0.861  0.083
C  5.428  -3.600  -0.779
N  -3.225  -1.010  -0.423
H  6.006  -4.507  -0.886
N  0.953  1.744  0.182
C  -1.953  2.229  0.246
H  -6.068  4.495  0.324
C  -5.469  3.599  0.233
C  -2.990  0.270  -0.113
H  0.202  5.888  0.239
H  -0.184  -5.611  -1.878
H  -4.675  -3.539  -1.096
H  -3.600  4.631  0.488
H  -4.466  -5.915  -1.797
C  3.011  -0.214  -0.396
N  1.016  -3.041  -1.110
C  -2.324  -5.895  -1.878
C  1.275  4.011  0.131
H  4.649  3.640  -0.289
H  2.281  7.212  -0.003
C  3.579  5.503  -0.154
N  -0.278  -0.344  3.670
O  0.788  -2.334  4.011
Zr  0.066  -0.208  0.499
C  4.027  -1.256  -0.487
C  -3.372  2.496  0.217
C  -3.580  -5.311  -1.657
C  2.286  1.970  0.000
H  0.396  1.422  2.969
C  5.405  -1.210  -0.330
H  -2.274  -6.932  -2.181
C  -2.535  -3.264  -1.102
O  0.582  -1.495  1.927
C  -1.289  -3.845  -1.321
C  -0.285  -2.828  -1.054
N  3.243  1.044  -0.146
C  1.948  -2.137  -0.868
C  -2.300  -1.880  -0.708
H  -0.194  -0.111  4.649
H  4.462  6.118  -0.261

Results of the Löwdin charge analysis, in e, for atoms 1 through 8: 0.1216, 0.1146, -0.2725, 0.0015, -0.0147, 0.0143, 0.1186, -0.0135

Here is a molecular structure, C37H49BClIrN8S4 at a distorted geometry from the OMol25 dataset. Energies are from wB97M-V/def2-TZVPD.

Calculated values
ΔE to the lowest compared entry with this formula, charge and spin: 46.6 kcal per mole
Multiplicity: 2
Highest occupied orbital energy (spin up / spin down): -9.562 / -10.157 eV
Expectation value of S²: 0.7563
Max |F|: 2.100 eV Å⁻¹
Total charge: +1

Geometry (Å):
H  -5.363  0.321  -2.090
H  -3.874  1.062  -1.491
C  -3.632  -1.710  -1.261
N  -0.101  0.079  3.502
N  -0.868  -0.852  -3.103
C  1.585  5.924  1.562
C  0.971  1.205  -1.902
H  -5.244  -1.222  2.222
S  1.701  -4.497  -1.720
C  -0.856  4.385  1.696
H  -5.378  1.222  -0.569
H  3.298  1.160  -0.345
C  0.425  -0.990  2.878
C  0.000  -4.487  -1.487
H  -2.720  0.915  -5.275
C  5.212  -1.372  -1.464
H  1.689  -3.606  5.021
H  2.086  -2.989  1.287
H  6.227  -1.613  -1.746
C  -1.579  -0.830  -5.830
H  -3.559  -2.665  -0.737
C  -4.310  -0.716  2.085
H  3.694  -1.183  2.085
C  4.875  -0.096  -1.033
H  0.406  1.164  5.278
C  2.525  -2.479  3.365
N  1.498  -1.401  3.591
C  -1.933  -0.794  -7.287
H  -0.564  -5.394  -1.639
C  -4.786  0.551  -1.195
C  3.828  -1.768  2.998
H  0.680  6.505  1.730
N  -2.415  0.372  2.328
H  2.324  6.588  1.116
H  -2.060  0.812  -2.915
N  -0.761  2.292  2.355
H  -1.519  -3.084  -0.910
H  -1.732  1.417  4.155
H  1.239  -3.995  2.459
H  2.981  -4.190  2.222
H  -1.337  -0.036  -7.798
H  -2.983  -0.539  -7.431
H  -2.490  3.462  2.845
H  -0.136  5.761  -0.589
C  -5.824  -1.436  -0.145
H  1.675  1.883  -1.432
H  -3.508  -0.209  4.074
H  -1.124  5.402  1.485
C  4.215  -2.318  -1.543
H  -6.285  -1.685  -1.099
H  0.078  1.768  -2.173
H  3.127  -2.675  5.468
H  -0.322  -2.576  -5.929
H  -6.512  -0.785  0.396
C  2.914  -1.972  -1.195
C  -2.058  0.126  -4.941
H  5.611  0.692  -0.964
N  -3.788  -0.432  0.839
C  -0.478  -3.274  -1.112
H  3.293  -4.131  4.503
B  -1.258  1.032  3.119
C  -4.493  -0.750  -0.450
C  1.361  4.732  0.627
C  3.570  0.180  -0.698
H  2.673  3.332  -0.406
C  -1.681  0.075  -3.613
C  -3.454  -0.220  3.000
C  0.644  0.345  4.624
S  -0.222  -1.671  1.419
C  -0.407  -1.766  -3.957
N  2.582  -0.734  -0.739
C  2.663  -3.259  4.675
C  2.168  -3.463  2.259
C  -1.528  3.431  2.365
H  -4.104  -1.889  -2.228
H  1.964  5.588  2.528
H  4.166  -1.099  3.789
H  3.394  4.863  0.073
C  0.374  2.536  1.676
H  4.609  -2.509  2.825
C  0.780  5.182  -0.713
H  4.417  -3.321  -1.896
H  -2.634  -1.313  -1.434
S  1.522  1.312  1.281
H  2.426  -0.678  5.398
C  -2.606  0.210  1.008
H  0.562  4.317  -1.341
H  -5.692  -2.366  0.407
H  3.117  3.605  1.285
C  0.556  -2.292  -1.003
Cl  1.762  0.750  -3.455
C  1.775  -2.830  -1.306
N  0.342  3.836  1.276
C  1.641  -0.558  4.677
H  0.276  -2.506  -3.562
S  -1.582  0.822  -0.264
C  -0.736  -1.797  -5.301
C  2.714  4.071  0.388
Ir  0.515  -0.327  -0.528
H  -1.738  -1.751  -7.768
H  1.505  5.811  -1.230

Results of the Löwdin charge analysis, in e, for atoms 1 through 8: 0.0961, 0.0282, -0.0379, 0.0177, 0.0150, -0.0268, -0.7671, 0.1177